# 1
Computed, not measured: a structure of composition C28H27MnN3SSi, with wB97M-V/def2-TZVPD.

```
! wB97M-V def2-TZVPD RIJCOSX def2/J DEFGRID3
* xyz 2 4
H 1.7127 5.4752 1.3597
H -3.5298 -3.8690 -1.4737
H -3.7716 0.4569 1.3498
H 6.2691 2.2423 3.4166
H -0.3774 -1.2359 -2.6704
C -1.7434 -2.7090 -1.8729
C -3.0038 -3.7834 1.6023
C -2.9212 -2.6525 0.7669
C 2.8861 0.0944 -1.7149
C 0.1424 4.3999 -1.0244
H -2.0684 0.7110 1.7394
H -4.2716 -5.1492 2.6812
H -2.1222 -4.3803 1.7697
C -2.8164 -3.5519 -2.2414
H 4.0691 -0.6331 1.3257
C 5.3835 2.7647 3.0662
C -5.2957 -2.2435 1.2182
H 4.1564 5.9789 2.6832
N 0.7290 2.1481 -0.9206
C 3.8141 0.3078 -0.6624
H -2.2619 -3.7394 -5.6078
C 5.3561 4.1686 3.1333
H -4.1269 -1.0030 -0.0328
Mn 1.6852 0.6783 0.0424
H 1.8368 -2.1030 0.6644
C -2.8643 1.0751 1.0814
N 2.0189 4.5147 1.4907
C 0.6925 3.3860 -0.2643
C 2.3231 -1.3549 0.0324
H -0.4983 -3.6502 0.1704
C 3.1694 2.7156 2.1736
H 0.1513 1.3296 -2.7866
C 4.2079 4.8747 2.7046
H 1.2277 -1.4009 -1.9481
H 4.7197 0.9099 -0.7142
C -3.0062 -3.9219 -3.5826
C 3.4801 -0.5557 0.4137
H -6.1877 -1.6066 1.1182
C -5.3817 -3.4326 1.9584
H -3.8616 -4.5550 -3.8570
S -0.3982 3.7622 -2.5699
C -1.0042 -2.0934 -2.9108
C 1.9780 -0.9491 -1.3114
H 0.0298 5.4104 -0.6630
C 4.2924 2.0170 2.6230
C 3.1135 4.1213 2.2845
C 1.4704 3.4081 0.9050
H -0.4854 -2.0709 -5.0099
C -4.0866 -1.8922 0.5913
H 4.2750 0.9354 2.5523
H 2.9723 0.5722 -2.6941
H -2.5503 1.0120 0.0074
C -2.1408 -3.4244 -4.5671
C -1.1268 -2.5128 -4.2354
H -6.3367 -3.7651 2.3822
H -3.0401 2.0990 1.3449
H 6.2293 4.7240 3.4960
C -4.2151 -4.2058 2.1384
Si -1.2638 -2.3558 -0.0849
C 0.1994 2.2103 -2.1557
N 2.1673 2.2969 1.2889
*
```

Results
Orbital gap (spin up / spin down), eV: 4.615 / 5.007
Energy relative to the best compared isomer or geometry (same formula, charge and spin), eV: 0.8345



# 2
Computed, not measured: a cluster of 2 separate species, C28H27N3O3 in total, with wB97M-V/def2-TZVPD.

```
! wB97M-V def2-TZVPD RIJCOSX def2/J DEFGRID3
* xyz 0 1
H 1.4188 2.9321 2.0440
H 4.0243 0.7758 2.8174
C -5.5393 -2.3862 -0.9506
O 7.1428 2.8494 0.2836
H 2.5925 3.4342 -0.0406
C 4.2801 1.4564 2.0051
H -2.7017 0.5047 2.7982
C 5.5768 1.6634 1.6021
H 6.3988 1.1535 2.0936
C -7.3127 -3.8740 -0.0890
H -6.3708 -3.0817 2.2832
C -0.5170 1.1675 1.4359
C -4.1449 -1.0916 0.5760
H 1.2960 -4.2136 -4.5711
C -3.1146 0.9120 -0.2919
C 1.2592 -2.7007 -2.1536
C -0.8168 -1.4303 -2.4306
H -0.2354 -5.1349 -4.7501
H 8.5490 3.9148 -0.6736
H 1.9422 -3.4914 -2.4725
H -4.0162 -1.0117 -1.6014
C 7.4589 3.9252 -0.6352
C -4.7366 -1.8226 1.6572
C -1.1501 2.4984 1.6724
H -4.3895 -1.6549 2.6827
H -2.0692 2.5623 1.0848
N -8.2285 -4.5841 -0.2660
C 3.4794 2.9632 0.3869
C 5.8426 2.5944 0.5731
H -1.7532 -1.2787 -2.9592
H 1.9395 1.4801 2.9188
C 1.8425 1.9296 1.9166
C 0.7728 -0.7910 -0.7002
H -5.8592 -2.6207 -1.9673
C 1.5916 -1.8767 -1.1030
N 3.2449 2.1010 1.4076
C -5.8165 -2.6666 1.4382
H -4.4754 0.3775 2.7013
C -4.5020 -1.4794 -0.7358
C 0.3723 -4.5402 -4.0672
H -1.3806 2.6031 2.7431
H 7.1020 4.8925 -0.2531
C -3.5762 0.7351 2.1854
H 7.0412 3.7320 -1.6330
C -6.2168 -2.9700 0.1295
C -0.4158 -0.5730 -1.4318
H 0.6227 -5.1310 -3.1717
C -3.3646 0.1073 0.8335
H 2.2965 -0.3659 0.6709
C 4.7545 3.2425 -0.0524
N -2.9632 1.6386 -1.2143
H 4.8865 3.9812 -0.8459
H -0.5131 3.3267 1.3460
C 1.2955 -0.0113 0.3828
H 2.5293 -2.0493 -0.5705
O -1.1246 0.0814 1.5629
H -1.0195 0.3000 -1.2048
C 0.0007 -2.5359 -2.7909
O -0.4702 -3.3986 -3.7304
C 0.9138 1.1080 1.0607
H -3.6734 1.8223 2.0645
*
```

Results
Orbital gap, eV: 2.981
Energy relative to the best compared isomer or geometry (same formula, charge and spin), eV: 5.3217



# 3
Computed, not measured: a structure of composition C28H27N3SSiV, with wB97M-V/def2-TZVPD.

```
! wB97M-V def2-TZVPD RIJCOSX def2/J DEFGRID3
* xyz 0 4
Si 0.3147 -1.4017 -2.1364
C 0.0606 -5.4594 -2.2237
H -2.1486 -0.8169 0.8159
C 1.6294 -0.9658 -3.3670
C 2.0644 0.5790 0.6004
H 3.6394 -2.5208 -5.6552
H 4.2762 1.1930 -3.5265
H -2.3770 -4.9159 -4.5718
H 2.0472 0.9777 -2.4673
H 2.2757 2.8155 0.7413
H -0.8872 -0.1757 -0.2945
H -3.8249 4.0028 5.4188
C -0.3183 -3.0895 -2.5531
H 1.1002 -1.5259 -0.8966
C -1.0692 -0.8062 0.6121
C -0.9144 2.4147 6.3578
H 1.1155 -0.1946 3.7442
V 0.0860 0.9587 1.2758
C 4.1162 -0.6683 -4.6254
C 3.6551 0.3186 -3.7442
H -3.8139 3.6385 2.6357
C 2.4043 0.1889 -3.1361
C 1.6067 1.6927 2.5832
N -1.2109 1.8057 2.6793
H 0.2702 1.1359 5.0508
C 1.4067 0.2789 2.8078
C -0.5987 1.7762 5.1527
H -2.2722 3.7173 7.4257
H 1.3795 -2.7132 -4.6340
C -2.0669 2.7253 0.5920
C -2.0612 3.2118 6.4836
C -1.4427 1.9825 4.0568
C 2.0361 -1.8850 -4.3536
C 2.0010 1.8714 1.2120
C -1.3244 -3.3618 -3.4972
C -1.6078 -4.6933 -3.8280
H -3.9007 3.7008 -0.0636
H 5.1081 -0.5832 -5.0756
C -2.9217 3.4040 5.3868
H -1.8665 -2.5472 -3.9876
H -1.1478 -6.7768 -3.4284
H 1.0898 -3.9133 -1.1189
C 0.3398 -4.1360 -1.8830
H 2.4728 0.3682 -0.3869
S -2.2996 3.1769 -1.9368
H -0.0108 2.1373 -1.9466
H -0.6460 -1.8130 0.5004
H -0.2375 2.2967 7.2064
C -0.9142 -5.7391 -3.1909
H 1.5445 2.4785 3.3235
C -2.5772 2.7804 4.1960
N -3.0218 3.0631 2.9038
H 0.6003 -6.2611 -1.7113
C 3.2969 -1.7628 -4.9466
C -0.8611 2.4221 -1.3378
H -0.9166 -0.5522 -1.9535
C -2.1725 2.4917 2.0078
H 1.6042 -1.4773 1.4263
N -0.8752 2.2540 0.0150
C -2.9267 3.3010 -0.3217
C 1.6926 -0.4039 1.5881
*
```

Results
Orbital gap (spin up / spin down), eV: 5.064 / 6.355
Energy relative to the best compared isomer or geometry (same formula, charge and spin), eV: 0.0000



# 4
Computed, not measured: a structure of composition C28H27N7O2Os, with wB97M-V/def2-TZVPD.

```
! wB97M-V def2-TZVPD RIJCOSX def2/J DEFGRID3
* xyz 2 1
C -2.3102 1.0125 -1.1917
H 0.4475 1.9766 3.5989
C 3.4605 0.5130 -0.1115
C 4.4866 0.0785 0.7265
H -0.1323 -0.5371 -4.6256
H 6.6010 -0.3397 0.9557
H -1.2250 1.5236 3.3183
C -3.7259 1.4522 -1.0316
C 3.2663 -4.9697 -0.6381
N 0.1181 2.3623 0.5172
C 2.7671 -3.2280 -2.7529
H 4.3494 -0.5132 2.7884
H 4.0406 -4.5014 -3.9053
C 6.0504 0.3558 -1.0065
H 7.0604 0.3055 -1.3878
N 0.9923 -1.0560 -2.3154
O 0.8572 -1.5705 -0.1192
C -0.5066 0.5709 -2.8496
C 3.7150 0.8818 -1.4282
C 2.5702 0.0424 1.8244
H -0.6990 1.1217 -4.8935
N 0.2098 0.3336 2.2777
H -2.3128 1.5365 -3.2735
C -0.2978 2.6508 1.7350
C 3.8420 -5.1904 -1.8837
H 0.3307 5.3302 -3.0430
N 2.2738 0.4862 0.6196
Os 0.2979 0.3426 0.0539
H -3.7876 2.5240 -1.2353
H 2.5639 -2.5483 -3.5681
C 1.4926 -0.1712 2.8412
H -1.0236 4.3827 2.6726
C 0.3114 3.7930 -1.5677
H 1.7335 0.3523 3.7689
C 2.4412 -3.8779 -0.4440
C -0.4424 6.0711 -1.1831
N 0.3025 -0.0094 -1.8815
H 3.4567 -5.6564 0.1746
C -0.7529 5.8201 0.1380
C -0.2540 1.6347 2.8343
H 2.9215 1.2240 -2.0792
C -0.0100 3.5270 -0.2401
H 5.2688 1.0697 -2.8733
C -1.7021 1.1143 -2.4881
C 0.0864 5.0758 -2.0212
H 1.9760 -3.7050 0.5166
C -0.5209 4.5260 0.5880
C 5.0223 0.7924 -1.8582
H -0.5068 -0.3642 2.4506
H 0.9752 0.7950 -4.3737
C 1.3360 -1.8396 -1.2918
H -4.0807 1.2463 -0.0261
C 3.5929 -4.3216 -2.9382
H 0.7354 3.0282 -2.2051
H 4.4839 -6.0476 -2.0343
O -1.7207 0.5511 -0.1784
C -0.0674 0.4919 -4.2731
H 1.3992 -1.2306 3.0837
N -0.6902 3.9287 1.8366
H -1.1468 6.5924 0.7837
H -4.3665 0.9531 -1.7593
C 5.8065 -0.0084 0.3019
C 2.1878 -3.0041 -1.5027
N 3.8795 -0.2108 1.9494
H -0.6019 7.0626 -1.5827
*
```

Results
Orbital gap (spin up / spin down), eV: 6.433 / 6.710
Energy relative to the best compared isomer or geometry (same formula, charge and spin), eV: 0.0000



Across the entries above, strongest force on any atom takes the values 0.092, 0.060, 0.058, 0.008 Eh/bohr, respectively.